Molecular formula: C6H11NO
Method: DFT, ωB97M-V/def2-TZVPD

CARTESIAN COORDINATES (ANGSTROEM)
C1 0.128 0.561 1.527
C2 1.997 -0.750 -1.739
C3 0.116 2.008 1.123
C4 -0.208 -0.790 -0.637
C5 1.068 -0.371 -0.640
C6 -2.165 -0.779 0.726
O1 -0.869 -1.578 -1.589
N1 -0.950 -0.446 0.478
H1 -1.535 -1.048 -2.047
H2 1.112 0.116 1.615
H3 -0.468 0.368 2.414
H4 2.636 -1.567 -1.387
H5 1.499 -1.091 -2.659
H6 2.664 0.077 -1.987
H7 -2.649 -0.381 1.607
H8 -2.693 -1.485 0.094
H9 0.878 2.225 0.381
H10 0.292 2.634 2.005
H11 -0.854 2.300 0.715

The energy relative to the best compared isomer or geometry (same formula, charge and spin) comes out at 130.19 kcal per mole. The value obtained for the gap between HOMO and LUMO (alpha / beta) is 0.260 / 0.260 Eh. The calculation puts the HOMO energy (alpha / beta) at -6.7 / -6.7 eV. The LUMO energy (alpha / beta) comes out at 0.38 / 0.38 eV. As for the charge: 0.

Atomic partial charges in e from the natural (NBO) method, atoms 1 to 5:
1. C -0.09
2. C -0.70
3. C -0.66
4. C 0.18
5. C -0.23

Molecular formula: C5H8O
Method: DFT, ωB97M-V/def2-TZVPD

CARTESIAN COORDINATES (ANGSTROEM)
C1 2.709 -0.311 -0.493
C2 1.526 0.078 -0.126
C3 0.467 0.495 0.510
C4 -0.948 0.521 -0.064
C5 -1.617 -0.843 -0.108
O1 -1.871 1.368 0.602
H1 3.134 -1.250 -0.166
H2 3.282 0.359 -1.110
H3 0.935 0.098 1.454
H4 -0.821 0.864 -1.105
H5 -1.720 -1.236 0.905
H6 -2.626 -0.735 -0.516
H7 -1.050 -1.544 -0.729
H8 -1.401 2.135 0.946

The SMILES is C=C=C[C@@H](C)O. The energy relative to the best compared isomer or geometry (same formula, charge and spin) comes out at 73.49 kcal per mole. The value obtained for the gap between HOMO and LUMO is 0.359 Eh. The calculation puts the HOMO energy at -8.9 eV. The LUMO energy comes out at 0.83 eV. As for the charge: 0.

Atomic partial charges in e from the natural (NBO) method, atoms 1 to 5:
1. C -0.55
2. C 0.16
3. C -0.39
4. C 0.09
5. C -0.61

Molecular formula: C23H21MoNSi
Method: DFT, ωB97M-V/def2-TZVPD

CARTESIAN COORDINATES (ANGSTROEM)
Mo1 1.449 0.118 0.283
C1 2.255 2.125 1.332
C2 2.524 2.297 -0.031
C3 3.316 1.351 -0.707
C4 3.905 0.280 -0.003
C5 3.674 0.134 1.375
C6 2.813 1.026 2.029
H1 1.620 2.826 1.857
H2 2.100 3.134 -0.567
H3 3.516 1.473 -1.763
H4 4.571 -0.396 -0.522
H5 4.151 -0.664 1.928
H6 2.604 0.902 3.084
N1 -6.933 5.150 -1.153
C7 -5.972 4.531 -1.045
C8 -4.771 3.757 -0.909
C9 -3.573 4.248 -1.433
C10 -2.419 3.508 -1.297
C11 -2.460 2.263 -0.646
C12 -3.671 1.774 -0.130
C13 -4.821 2.523 -0.255
C14 -1.281 1.504 -0.520
C15 -0.246 0.834 -0.403
H7 -3.561 5.203 -1.938
H8 -1.485 3.875 -1.699
H9 -3.696 0.816 0.370
H10 -5.760 2.165 0.142
C16 2.894 -3.159 -0.911
Si1 1.498 -1.939 -1.014
C17 0.375 -2.223 -2.457
C18 0.561 -1.789 0.738
C19 -0.824 -2.047 0.555
C20 -1.490 -2.986 1.318
C21 -0.802 -3.711 2.282
C22 0.559 -3.506 2.486
C23 1.231 -2.580 1.717
H11 2.480 -4.170 -0.877
H12 3.551 -3.024 -0.054
H13 3.499 -3.097 -1.820
H14 0.028 -3.259 -2.441
H15 0.928 -2.083 -3.390
H16 -0.478 -1.548 -2.464
H17 -1.370 -1.486 -0.190
H18 -2.545 -3.161 1.160
H19 -1.327 -4.449 2.874
H20 1.090 -4.081 3.232
H21 2.295 -2.456 1.877

The energy relative to the best compared isomer or geometry (same formula, charge and spin) comes out at 0.00 kcal per mole. The value obtained for the gap between HOMO and LUMO (alpha / beta) is 0.215 / 0.217 Eh. As for the spin multiplicity: 3. The calculation puts the HOMO energy (alpha / beta) at -14.3 / -14.6 eV. The LUMO energy (alpha / beta) comes out at -8.41 / -8.66 eV. As for the charge: +2.

Atomic partial charges in e from the Mulliken method, atoms 1 to 5:
1. Mo -0.37
2. C -0.60
3. C -0.55
4. C -0.14
5. C -0.36

Molecular formula: C3H7N3O3
Method: DFT, ωB97M-V/def2-TZVPD

CARTESIAN COORDINATES (ANGSTROEM)
C1 1.781 -0.413 0.180
C2 -0.495 0.866 -0.191
C3 0.142 -0.074 -2.070
H1 1.357 -0.703 -1.201
H2 2.727 0.432 0.305
H3 1.931 -1.858 1.112
H4 -0.476 -1.645 0.439
H5 -2.576 1.599 0.428
H6 -1.677 0.252 2.492
H7 0.260 0.321 -3.035
N1 0.510 0.200 0.627
N2 -1.560 1.017 0.631
N3 -0.342 1.207 -1.440
O1 -0.310 -1.056 1.291
O2 -1.525 1.119 2.141
O3 0.252 -1.264 -1.710

The energy relative to the best compared isomer or geometry (same formula, charge and spin) comes out at 314.01 kcal per mole. The value obtained for the gap between HOMO and LUMO is 0.303 Eh. The calculation puts the HOMO energy at -8.6 eV. The LUMO energy comes out at -0.33 eV. As for the charge: 0.

Atomic partial charges in e from the natural (NBO) method, atoms 1 to 5:
1. C -0.52
2. C 0.57
3. C 0.52
4. H 0.31
5. H 0.22

Molecular formula: C35H33N10O2Tm
Method: DFT, ωB97M-V/def2-TZVPD

CARTESIAN COORDINATES (ANGSTROEM)
Tm1 -0.989 0.070 -0.588
C1 1.872 -1.921 2.369
C2 2.176 -3.149 1.724
C3 1.440 -3.548 0.605
C4 0.422 -2.690 0.108
N1 0.297 -1.456 0.652
C5 0.936 -1.157 1.803
C6 -0.327 -3.021 -1.151
C7 -0.016 -4.163 -2.028
C8 -0.890 -4.542 -3.029
C9 -2.014 -3.756 -3.298
C10 -2.205 -2.571 -2.598
C11 -1.321 -2.188 -1.613
H1 2.352 -1.566 3.318
H2 2.882 -3.830 2.117
H3 1.733 -4.431 0.055
H4 0.599 -0.262 2.325
H5 0.952 -4.633 -1.890
H6 -0.656 -5.401 -3.600
H7 -2.741 -3.988 -4.061
H8 -3.014 -1.867 -2.923
N2 -2.853 2.325 -3.630
C12 -3.742 2.873 -2.743
C13 -3.349 2.465 -1.507
N3 -2.269 1.616 -1.630
C14 -1.939 1.568 -2.950
C15 -0.770 0.933 -3.499
N4 0.195 0.335 -2.743
C16 1.086 -0.256 -3.600
C17 0.748 -0.030 -4.899
N5 -0.440 0.735 -4.833
H9 -2.763 2.581 -4.626
H10 -4.608 3.440 -3.089
H11 -3.727 2.712 -0.563
H12 1.899 -0.818 -3.180
H13 1.268 -0.351 -5.765
H14 -1.001 1.067 -5.641
O1 -2.372 2.383 6.274
N6 -2.762 1.266 6.016
O2 -3.204 0.442 6.834
C18 -2.895 0.846 4.598
C19 -3.590 -0.252 4.317
C20 -3.716 -0.780 3.041
C21 -4.422 -1.962 2.763
C22 -4.356 -2.506 1.477
C23 -3.625 -1.822 0.522
N7 -2.860 -0.733 0.789
C24 -2.929 -0.176 2.016
C25 -2.147 0.969 2.255
N8 -1.275 1.374 1.335
C26 -0.384 2.338 1.653
C27 -0.363 3.028 2.842
C28 -1.343 2.645 3.799
C29 -2.165 1.535 3.576
H15 -4.241 -0.725 5.087
H16 -4.985 -2.436 3.572
H17 -4.934 -3.423 1.217
H18 -3.595 -2.072 -0.522
H19 0.353 2.550 0.922
H20 0.456 3.743 3.071
H21 -1.479 3.210 4.715
C30 3.644 0.069 -0.633
C31 5.179 0.357 -0.735
N9 5.440 1.776 -0.449
C32 5.013 2.048 0.933
C33 3.571 1.573 1.166
N10 2.890 1.194 -0.079
C34 3.004 2.276 -1.079
C35 4.573 2.547 -1.342
H22 3.524 -0.859 0.009
H23 3.220 -0.131 -1.615
H24 5.646 0.074 -1.664
H25 5.748 -0.125 0.067
H26 5.149 3.105 1.210
H27 5.742 1.505 1.536
H28 3.016 2.412 1.592
H29 3.467 0.718 1.829
H30 2.469 3.167 -0.741
H31 2.575 1.869 -2.013
H32 4.821 3.614 -1.217
H33 4.921 2.247 -2.345

The value obtained for the gap between HOMO and LUMO is 0.218 Eh. As for the spin multiplicity: 3. The calculation puts the HOMO energy at -12.2 eV. The LUMO energy comes out at -6.28 eV. As for the charge: +2.

Atomic partial charges in e from the Mulliken method, atoms 1 to 5:
1. Tm 0.51
2. C -0.63
3. C -0.74
4. C -1.08
5. C 1.14

Molecular formula: C5H14NO
Method: DFT, ωB97M-V/def2-TZVPD

CARTESIAN COORDINATES (ANGSTROEM)
C1 -0.286 1.816 -1.220
O1 -1.219 0.829 -1.757
C2 0.839 1.021 -0.431
C3 0.236 0.692 1.063
C4 -0.874 -0.389 0.959
C5 1.420 0.150 1.851
N1 1.157 -0.110 -1.100
H1 -1.019 2.465 -0.741
H2 0.136 2.324 -2.094
H3 -0.691 0.021 -1.829
H4 1.710 1.665 -0.234
H5 -0.053 1.691 1.404
H6 -1.109 -0.488 2.023
H7 -1.760 0.029 0.489
H8 -0.357 -1.253 0.534
H9 2.053 0.888 2.346
H10 2.078 -0.402 1.176
H11 1.095 -0.534 2.632
H12 1.775 0.005 -1.918
H13 -2.680 -5.212 -1.218
H14 -2.452 -5.208 -1.935

The energy relative to the best compared isomer or geometry (same formula, charge and spin) comes out at 182.11 kcal per mole. The value obtained for the gap between HOMO and LUMO is 0.237 Eh. The calculation puts the HOMO energy at -15.6 eV. The LUMO energy comes out at -9.17 eV. As for the charge: +1.

Atomic partial charges in e from the natural (NBO) method, atoms 1 to 5:
1. C 0.01
2. O -0.59
3. C -0.19
4. C -0.13
5. C -0.64

Molecular formula: C3H2Br2F6NO4PtS2
Method: DFT, ωB97M-V/def2-TZVPD

CARTESIAN COORDINATES (ANGSTROEM)
Pt1 0.862 -0.146 -0.297
Br1 2.741 1.285 0.838
C1 1.743 2.906 0.440
Br2 0.163 2.384 -0.553
H1 2.357 3.555 -0.172
H2 1.438 3.359 1.374
F1 -0.357 -3.883 3.023
C2 -0.197 -2.587 2.860
F2 1.078 -2.320 2.579
F3 -0.562 -1.933 3.946
S1 -1.247 -1.998 1.454
O1 -0.689 -0.649 1.155
O2 -2.594 -2.040 1.870
N1 -0.929 -3.030 0.291
S2 0.079 -2.653 -0.819
O3 1.450 -2.368 -0.348
O4 -0.344 -1.508 -1.658
C3 0.112 -4.184 -1.871
F4 0.959 -3.947 -2.853
F5 -1.096 -4.401 -2.333
F6 0.525 -5.183 -1.125

The value obtained for the gap between HOMO and LUMO (alpha / beta) is 0.341 / 0.300 Eh. As for the spin multiplicity: 3. The calculation puts the HOMO energy (alpha / beta) at -14.0 / -14.8 eV. The LUMO energy (alpha / beta) comes out at -4.75 / -6.63 eV. As for the charge: +1.

Atomic partial charges in e from the Mulliken method, atoms 1 to 5:
1. Pt 1.28
2. Br 0.00
3. C -0.46
4. Br 0.02
5. H 0.41